1.
8
Properties=species:S:1:pos:R:3 method="wB97M-V/def2-TZVPD" de_lowest_kcal_mol=223.5 energy_ha=-551.6726 e_lumo_ev="-2.1 / -2.1"
C 1.134 -1.613 0.323
C -0.334 0.873 0.453
O -0.938 1.142 -0.477
S -0.740 2.592 -2.048
H 2.063 -2.059 -0.242
H 0.402 -1.538 -0.456
H 0.741 0.807 0.849
H -1.708 3.482 -1.548

2.
14
Properties=species:S:1:pos:R:3 method="wB97M-V/def2-TZVPD" smiles="OC/C=C1/CO1.[H][H]" de_lowest_kcal_mol=91.9 energy_ha=-307.5660 e_lumo_ev=1.0
O -1.873 1.491 -1.216
C -0.612 1.529 -0.567
C -0.513 0.568 0.591
C -0.118 -0.679 0.410
C 0.258 -2.025 0.732
O 0.311 -1.456 -0.615
H -1.997 0.583 -1.522
H 0.205 1.329 -1.278
H -0.494 2.556 -0.212
H -0.821 0.875 1.586
H -0.502 -2.791 0.877
H 1.238 -2.228 1.161
H 2.353 0.380 0.274
H 2.565 -0.132 -0.223

3.
64
Properties=species:S:1:pos:R:3 method="wB97M-V/def2-TZVPD" smiles="C[N+](=O)[O-].C[N+](=O)[O-].C[N+](=O)[O-].C[N+](=O)[O-].C[N+](=O)[O-].C[N+](=O)[O-].C[N+](=O)[O-].C[N+](=O)[O-].BrCCBr" de_lowest_kcal_mol=0.0 energy_ha=-7186.9637 e_lumo_ev=-0.6
C -11.494 -0.769 14.476
N -12.626 -1.694 14.148
O -13.681 -1.111 14.219
O -12.423 -2.808 13.766
H -10.507 -1.215 14.393
H -11.603 -0.372 15.479
H -11.589 0.019 13.736
C -13.127 -2.251 23.423
N -13.637 -0.959 22.871
O -12.871 -0.024 22.821
O -14.781 -0.950 22.474
H -12.073 -2.146 23.646
H -13.266 -3.009 22.658
H -13.745 -2.441 24.296
C -16.377 -1.070 16.104
N -17.212 0.125 16.445
O -18.018 -0.060 17.347
O -17.086 1.153 15.833
H -15.660 -1.299 16.881
H -15.866 -0.753 15.197
H -17.041 -1.895 15.874
C -13.508 0.801 19.703
N -12.917 0.337 18.427
O -13.510 -0.470 17.746
O -11.861 0.842 18.076
H -14.443 1.259 19.400
H -12.833 1.360 20.332
H -13.740 -0.122 20.239
C -13.785 -3.833 16.803
N -12.732 -3.404 17.772
O -12.816 -3.776 18.918
O -11.850 -2.691 17.337
H -14.355 -4.604 17.313
H -13.324 -4.244 15.912
H -14.405 -2.956 16.658
C -14.637 4.880 18.431
N -15.176 4.464 19.781
O -14.582 3.529 20.321
O -16.093 5.083 20.275
H -13.603 5.157 18.589
H -15.255 5.712 18.109
H -14.829 4.030 17.784
C -17.104 0.949 21.203
N -16.938 1.055 22.670
O -16.435 2.063 23.119
O -17.273 0.111 23.351
H -17.175 1.956 20.803
H -18.074 0.484 21.042
H -16.280 0.349 20.838
C -9.519 1.655 16.576
N -8.996 2.396 15.391
O -9.330 1.954 14.307
O -8.411 3.444 15.544
H -10.536 1.445 16.293
H -9.354 2.332 17.406
H -8.866 0.785 16.620
Br -9.954 4.956 20.855
C -11.338 3.571 20.986
C -11.954 3.565 22.376
Br -10.711 2.772 23.667
H -10.798 2.642 20.837
H -12.107 3.789 20.254
H -12.794 2.880 22.483
H -12.327 4.552 22.638

4.
37
Properties=species:S:1:pos:R:3 method="wB97M-V/def2-TZVPD" energy_ha=-1823.5365 e_lumo_ev=2.9 charge=-1
C 1.485 3.810 0.305
C 1.295 2.303 0.775
C 1.448 1.862 2.191
C 1.202 0.421 2.493
C 0.808 -0.575 1.447
C 0.523 -2.073 1.842
C 1.652 -3.070 1.299
C -0.948 -2.513 1.451
C 0.683 -0.138 0.008
O 0.311 -1.117 -0.913
C 0.660 -0.784 -2.259
S -0.760 -0.062 -3.245
O -0.739 1.418 -3.207
O -0.443 -0.463 -4.644
N -2.234 -0.781 -2.878
S -3.024 -0.039 -1.602
O -4.362 -0.672 -1.527
O -2.386 -0.200 -0.278
N -3.323 1.653 -1.847
C -3.049 2.192 -0.740
O -2.933 2.669 0.313
C 0.934 1.291 -0.278
H 0.712 4.455 0.815
H 1.273 3.825 -0.812
H 2.529 4.179 0.499
H 1.742 2.591 2.998
H 1.280 0.020 3.543
H 0.569 -2.108 2.980
H 2.603 -2.475 1.188
H 1.311 -3.555 0.343
H 1.849 -3.825 2.127
H -1.720 -1.764 1.791
H -1.199 -3.507 1.954
H -1.086 -2.704 0.343
H 1.601 -0.172 -2.367
H 0.875 -1.771 -2.780
H 0.861 1.681 -1.327

5.
30
Properties=species:S:1:pos:R:3 method="wB97M-V/def2-TZVPD" de_lowest_kcal_mol=0.0 energy_ha=-646.1747 e_lumo_ev="-8.3 / -8.3" charge=+2
C -1.486 2.375 -0.643
C -2.228 1.350 0.134
O -3.339 1.585 0.795
C -1.879 -0.051 0.054
N -2.681 -1.093 0.477
C -2.266 -2.237 -0.056
C -1.055 -2.021 -0.689
C -0.815 -0.638 -0.694
N 0.388 -0.010 -1.157
C 1.660 -0.189 -0.761
N 2.585 -0.375 -1.665
N 1.949 -0.140 0.545
C 3.251 -0.577 1.021
C 1.105 0.245 1.700
H -1.281 3.232 -0.074
H -2.133 2.468 -1.619
H -0.653 1.901 -1.200
H -3.696 2.523 0.906
H -3.523 -1.133 1.008
H -2.851 -3.123 0.052
H -0.492 -2.696 -1.461
H 0.322 0.255 -2.138
H 2.276 -0.494 -2.619
H 3.499 -0.193 -1.456
H 3.527 -1.361 0.321
H 4.012 0.350 1.036
H 2.972 -0.848 2.017
H 0.181 0.796 1.544
H 0.924 -0.658 2.165
H 1.724 0.761 2.454